Molecular formula: C84H186F3NO5P5
Method: DFT, ωB97M-V with the def2-TZVPD basis set

Last columns: bonded neighbours and bond lengths (Å).
Element x y z (Å)
1 C 2.41782 -18.26499 28.63550  C2 1.578, H18 1.090, H19 1.090, H20 1.090
2 C 2.46724 -19.69244 27.96530  C1 1.578, C3 1.544, H21 1.090, H22 1.090
3 C 1.22012 -19.98117 27.10124  C2 1.544, C4 1.541, H23 1.090, H24 1.090
4 C 1.29756 -21.30693 26.31908  C3 1.541, P5 1.869, H25 1.090, H26 1.090
5 P 0.01550 -21.42705 24.96498  C4 1.869, C6 1.899, C10 1.817, C14 1.797
6 C 0.38311 -20.23193 23.53571  P5 1.899, C7 1.584, H27 1.090, H28 1.090
7 C 0.57158 -18.72633 23.99028  C6 1.584, C8 1.538, H29 1.090, H30 1.090
8 C 0.42846 -17.72699 22.83047  C7 1.538, C9 1.598, H31 1.090, H32 1.090
9 C 0.60114 -16.20163 23.27323  C8 1.598, H33 1.090, H34 1.090, H35 1.090
10 C -1.60475 -21.06002 25.70156  P5 1.817, C11 1.561, H36 1.090, H37 1.090
11 C -2.73782 -20.83511 24.65121  C10 1.561, C12 1.550, H38 1.090, H39 1.090
12 C -4.15442 -20.74797 25.27356  C11 1.550, C13 1.518, H40 1.090, H41 1.090
13 C -4.96102 -20.17880 24.12005  C12 1.518, H42 1.090, H43 1.090, H44 1.090
14 C -0.06135 -23.07768 24.25896  P5 1.797, C15 1.606, H45 1.090, H46 1.090
15 C 0.03965 -24.29283 25.30468  C14 1.606, C16 1.502, H47 1.090, H48 1.090
16 C 0.54887 -25.52596 24.61405  C15 1.502, C17 1.561, H49 1.090, H50 1.090
17 C 0.35881 -26.84577 25.42560  C16 1.561, H51 1.090, H52 1.090, H53 1.090
18 H 1.68285 -18.34089 29.43683  C1 1.090
19 H 2.18367 -17.44201 27.96023  C1 1.090
20 H 3.37879 -18.04299 29.09956  C1 1.090
21 H 2.42854 -20.42077 28.77533  C2 1.090
22 H 3.40523 -19.90243 27.45130  C2 1.090
23 H 1.04198 -19.17072 26.39446  C3 1.090
24 H 0.34542 -19.85784 27.73983  C3 1.090
25 H 1.19120 -22.16882 26.97782  C4 1.090
26 H 2.30729 -21.45965 25.93800  C4 1.090
27 H -0.50444 -20.28355 22.90509  C6 1.090
28 H 1.30655 -20.56699 23.06339  C6 1.090
29 H 1.51239 -18.68169 24.53892  C7 1.090
30 H -0.17366 -18.46695 24.74224  C7 1.090
31 H -0.56196 -17.86035 22.39528  C8 1.090
32 H 1.19584 -17.95371 22.09032  C8 1.090
33 H 0.01268 -15.58666 22.59233  C9 1.090
34 H 1.61390 -15.82568 23.41847  C9 1.090
35 H 0.09874 -16.06337 24.23061  C9 1.090
36 H -1.57808 -20.23435 26.41266  C10 1.090
37 H -1.73742 -22.00178 26.23409  C10 1.090
38 H -2.86365 -21.54858 23.83681  C11 1.090
39 H -2.34931 -19.94522 24.15595  C11 1.090
40 H -4.24240 -20.02506 26.08457  C12 1.090
41 H -4.44428 -21.71618 25.68180  C12 1.090
42 H -6.04257 -20.15156 24.25265  C13 1.090
43 H -4.86319 -20.70308 23.16943  C13 1.090
44 H -4.67825 -19.13358 23.99491  C13 1.090
45 H 0.68977 -23.08699 23.46913  C14 1.090
46 H -1.05866 -23.09803 23.81955  C14 1.090
47 H -0.96559 -24.36697 25.71952  C15 1.090
48 H 0.53618 -24.05888 26.24639  C15 1.090
49 H 1.62904 -25.40200 24.53690  C16 1.090
50 H 0.08682 -25.61582 23.63093  C16 1.090
51 H 0.66574 -26.69711 26.46088  C17 1.090
52 H 1.04927 -27.60066 25.04940  C17 1.090
53 H -0.64887 -27.23699 25.28555  C17 1.090
54 C -2.68195 -10.78376 22.72945  C55 1.519, H71 1.090, H72 1.090, H73 1.090
55 C -2.74171 -9.28243 22.95596  C54 1.519, C56 1.518, H74 1.090, H75 1.090
56 C -2.67785 -8.47393 21.67284  C55 1.518, C57 1.540, H76 1.090, H77 1.090
57 C -3.87359 -8.60584 20.71175  C56 1.540, P58 1.860, H78 1.090, H79 1.090
58 P -3.36408 -8.03234 19.01731  C57 1.860, C59 1.809, C63 1.790, C67 1.842
59 C -1.91964 -8.90028 18.36040  P58 1.809, C60 1.565, H80 1.090, H81 1.090
60 C -1.99494 -10.43394 18.05790  C59 1.565, C61 1.486, H82 1.090, H83 1.090
61 C -2.03304 -11.28509 19.27542  C60 1.486, C62 1.481, H84 1.090, H85 1.090
62 C -2.02866 -12.73657 18.98007  C61 1.481, H86 1.090, H87 1.090, H88 1.090
63 C -4.85779 -8.31757 18.07397  P58 1.790, C64 1.519, H89 1.090, H90 1.090
64 C -5.44262 -9.71543 17.96286  C63 1.519, C65 1.527, H91 1.090, H92 1.090
65 C -5.29467 -10.30849 16.56397  C64 1.527, C66 1.531, H93 1.090, H94 1.090
66 C -5.43417 -11.83160 16.48885  C65 1.531, H95 1.090, H96 1.090, H97 1.090
67 C -3.12474 -6.20600 19.01455  P58 1.842, C68 1.478, H98 1.090, H99 1.090
68 C -4.01562 -5.31072 19.78126  C67 1.478, C69 1.540, H100 1.090, H101 1.090
69 C -3.40111 -3.95427 20.17296  C68 1.540, C70 1.589, H102 1.090, H103 1.090
70 C -4.42533 -3.35046 21.22722  C69 1.589, H104 1.090, H105 1.090, H106 1.090
71 H -3.60513 -11.10996 22.25046  C54 1.090
72 H -2.53431 -11.39974 23.61649  C54 1.090
73 H -1.84005 -10.98301 22.06642  C54 1.090
74 H -1.92371 -8.98730 23.61314  C55 1.090
75 H -3.67068 -9.17028 23.51499  C55 1.090
76 H -1.77085 -8.91592 21.26040  C56 1.090
77 H -2.39209 -7.42890 21.79271  C56 1.090
78 H -4.76410 -8.11305 21.10194  C57 1.090
79 H -4.35858 -9.58191 20.69780  C57 1.090
80 H -1.15391 -8.60497 19.07772  C59 1.090
81 H -1.78486 -8.38556 17.40908  C59 1.090
82 H -1.13169 -10.69667 17.44646  C60 1.090
83 H -2.79466 -10.61204 17.33899  C60 1.090
84 H -2.92123 -11.14395 19.89130  C61 1.090
85 H -1.22148 -11.03244 19.95781  C61 1.090
86 H -1.20177 -13.05263 18.34410  C62 1.090
87 H -3.00687 -13.02825 18.59780  C62 1.090
88 H -1.82628 -13.28007 19.90297  C62 1.090
89 H -4.56675 -7.93404 17.09607  C63 1.090
90 H -5.56567 -7.61932 18.52056  C63 1.090
91 H -6.47761 -9.85144 18.27653  C64 1.090
92 H -4.98266 -10.36020 18.71172  C64 1.090
93 H -4.33418 -10.04030 16.12393  C65 1.090
94 H -6.11912 -9.99947 15.92141  C65 1.090
95 H -5.33319 -12.18506 15.46272  C66 1.090
96 H -6.41633 -12.12500 16.85950  C66 1.090
97 H -4.66594 -12.43556 16.97171  C66 1.090
98 H -3.14277 -5.90817 17.96619  C67 1.090
99 H -2.10307 -6.00920 19.33944  C67 1.090
100 H -4.26292 -5.79072 20.72811  C68 1.090
101 H -4.86253 -5.09345 19.13038  C68 1.090
102 H -3.23795 -3.23864 19.36713  C69 1.090
103 H -2.43449 -4.07381 20.66231  C69 1.090
104 H -4.15392 -2.32943 21.49541  C70 1.090
105 H -4.35503 -4.06142 22.05044  C70 1.090
106 H -5.40751 -3.29914 20.75733  C70 1.090
107 C 6.23350 -21.30791 30.31883  C108 1.543, H124 1.090, H125 1.090, H126 1.090
108 C 5.99044 -21.63716 28.83105  C107 1.543, C109 1.518, H127 1.090, H128 1.090
109 C 6.34477 -20.53674 27.84761  C108 1.518, C110 1.549, H129 1.090, H130 1.090
110 C 6.50594 -20.96490 26.36753  C109 1.549, P111 1.866, H131 1.090, H132 1.090
111 P 6.60581 -19.65180 25.04546  C110 1.866, C112 1.902, C116 1.899, C120 1.889
112 C 7.23765 -20.39438 23.41251  P111 1.902, C113 1.529, H133 1.090, H134 1.090
113 C 8.51959 -21.21829 23.53471  C112 1.529, C114 1.539, H135 1.090, H136 1.090
114 C 8.57193 -22.03996 22.23492  C113 1.539, C115 1.529, H137 1.090, H138 1.090
115 C 9.86341 -22.85439 22.14997  C114 1.529, H139 1.090, H140 1.090, H141 1.090
116 C 5.06210 -18.54859 24.95682  P111 1.899, C117 1.670, H142 1.090, H143 1.090
117 C 4.76542 -17.65340 23.57815  C116 1.670, C118 1.508, H144 1.090, H145 1.090
118 C 4.21119 -18.50306 22.46191  C117 1.508, C119 1.551, H146 1.090, H147 1.090
119 C 4.22229 -17.73833 21.11216  C118 1.551, H148 1.090, H149 1.090, H150 1.090
120 C 8.03163 -18.57954 25.66678  P111 1.889, C121 1.566, H151 1.090, H152 1.090
121 C 8.18877 -17.37814 24.67466  C120 1.566, C122 1.518, H153 1.090, H154 1.090
122 C 9.20777 -16.33494 25.09769  C121 1.518, C123 1.539, H155 1.090, H156 1.090
123 C 10.65210 -16.81474 25.32518  C122 1.539, H157 1.090, H158 1.090, H159 1.090
124 H 7.28243 -21.28188 30.61407  C107 1.090
125 H 5.66206 -21.97544 30.96377  C107 1.090
126 H 5.90052 -20.30435 30.58363  C107 1.090
127 H 4.95347 -21.96666 28.76604  C108 1.090
128 H 6.53941 -22.56437 28.66671  C108 1.090
129 H 7.33397 -20.16265 28.11149  C109 1.090
130 H 5.68039 -19.67753 27.93953  C109 1.090
131 H 5.67590 -21.63991 26.15893  C110 1.090
132 H 7.41006 -21.56946 26.29549  C110 1.090
133 H 7.22508 -19.62952 22.63604  C112 1.090
134 H 6.39659 -21.04383 23.16973  C112 1.090
135 H 8.34865 -21.80968 24.43424  C113 1.090
136 H 9.30628 -20.47537 23.66627  C113 1.090
137 H 8.40560 -21.55634 21.27235  C114 1.090
138 H 7.73989 -22.74369 22.25855  C114 1.090
139 H 9.91659 -23.61563 21.37165  C115 1.090
140 H 10.10421 -23.35937 23.08544  C115 1.090
141 H 10.70990 -22.17067 22.08624  C115 1.090
142 H 4.99117 -17.88677 25.81999  C116 1.090
143 H 4.25461 -19.26242 25.11960  C116 1.090
144 H 5.54076 -16.99407 23.18798  C117 1.090
145 H 4.00362 -16.90708 23.80347  C117 1.090
146 H 3.23792 -18.92379 22.71454  C118 1.090
147 H 4.80271 -19.41223 22.35423  C118 1.090
148 H 5.13510 -17.18964 20.88014  C119 1.090
149 H 3.47169 -16.94799 21.11780  C119 1.090
150 H 3.91520 -18.44355 20.33986  C119 1.090
151 H 8.92924 -19.19006 25.76497  C120 1.090
152 H 7.77687 -18.20563 26.65845  C120 1.090
153 H 7.33076 -16.73201 24.48911  C121 1.090
154 H 8.42027 -17.78380 23.68980  C121 1.090
155 H 8.88185 -16.02480 26.09051  C122 1.090
156 H 9.29915 -15.48048 24.42713  C122 1.090
157 H 10.75297 -17.42299 26.22405  C123 1.090
158 H 11.30770 -15.95185 25.44227  C123 1.090
159 H 10.99855 -17.45337 24.51263  C123 1.090
160 C 0.27702 -12.25197 24.29605  C161 1.598, H177 1.090, H178 1.090, H179 1.090
161 C 1.08743 -10.87479 24.28271  C160 1.598, C162 1.507, H180 1.090, H181 1.090
162 C 2.03709 -10.74302 23.11960  C161 1.507, C163 1.563, H182 1.090, H183 1.090
163 C 2.94206 -12.00568 22.94907  C162 1.563, P164 1.828, H184 1.090, H185 1.090
164 P 4.28722 -11.90455 21.71492  C163 1.828, C165 1.868, C169 1.857, C173 1.812
165 C 5.26274 -13.49655 21.76571  P164 1.868, C166 1.555, H186 1.090, H187 1.090
166 C 6.75820 -13.45771 21.34194  C165 1.555, C167 1.531, H188 1.090, H189 1.090
167 C 7.59788 -14.71948 21.55895  C166 1.531, C168 1.560, H190 1.090, H191 1.090
168 C 9.01677 -14.63540 20.91583  C167 1.560, H192 1.090, H193 1.090, H194 1.090
169 C 5.36193 -10.53190 22.35607  P164 1.857, C170 1.629, H195 1.090, H196 1.090
170 C 5.67242 -10.68539 23.94742  C169 1.629, C171 1.541, H197 1.090, H198 1.090
171 C 6.65556 -9.61764 24.46410  C170 1.541, C172 1.518, H199 1.090, H200 1.090
172 C 6.01881 -8.51041 25.28488  C171 1.518, H201 1.090, H202 1.090, H203 1.090
173 C 3.65274 -11.58650 20.04799  P164 1.812, C174 1.548, H204 1.090, H205 1.090
174 C 4.61230 -11.00871 18.97897  C173 1.548, C175 1.628, H206 1.090, H207 1.090
175 C 3.77014 -10.46239 17.69726  C174 1.628, C176 1.498, H208 1.090, H209 1.090
176 C 4.75379 -9.80385 16.77973  C175 1.498, H210 1.090, H211 1.090, H212 1.090
177 H -0.04797 -12.55487 23.30069  C160 1.090
178 H -0.69177 -12.15008 24.78508  C160 1.090
179 H 0.93137 -12.99329 24.75470  C160 1.090
180 H 1.59643 -10.83031 25.24554  C161 1.090
181 H 0.29515 -10.12718 24.32117  C161 1.090
182 H 2.62933 -9.87826 23.41886  C162 1.090
183 H 1.47556 -10.55168 22.20518  C162 1.090
184 H 2.34040 -12.84871 22.60939  C163 1.090
185 H 3.43262 -12.33096 23.86648  C163 1.090
186 H 4.79301 -14.07555 20.97060  C165 1.090
187 H 5.01999 -14.02262 22.68898  C165 1.090
188 H 7.30996 -12.67296 21.85945  C166 1.090
189 H 6.72030 -13.09743 20.31391  C166 1.090
190 H 7.21969 -15.64892 21.13325  C167 1.090
191 H 7.73165 -14.95004 22.61586  C167 1.090
192 H 9.56772 -13.95643 21.56663  C168 1.090
193 H 8.98961 -14.11759 19.95706  C168 1.090
194 H 9.52590 -15.58639 20.75930  C168 1.090
195 H 4.93998 -9.54811 22.15061  C169 1.090
196 H 6.21451 -10.56994 21.67800  C169 1.090
197 H 6.05794 -11.69439 24.09361  C170 1.090
198 H 4.70994 -10.63738 24.45675  C170 1.090
199 H 7.29018 -9.28124 23.64421  C171 1.090
200 H 7.31851 -10.13253 25.15942  C171 1.090
201 H 5.27151 -8.86517 25.99467  C172 1.090
202 H 5.40497 -7.83977 24.68360  C172 1.090
203 H 6.71605 -7.79101 25.71434  C172 1.090
204 H 2.99998 -10.80328 20.43344  C173 1.090
205 H 3.21150 -12.53820 19.75189  C173 1.090
206 H 5.31875 -11.77962 18.67121  C174 1.090
207 H 5.14972 -10.19456 19.46523  C174 1.090
208 H 3.02881 -9.70112 17.94014  C175 1.090
209 H 3.18795 -11.22415 17.17871  C175 1.090
210 H 4.23422 -9.18313 16.04976  C176 1.090
211 H 5.37770 -10.46950 16.18331  C176 1.090
212 H 5.39651 -9.12122 17.33563  C176 1.090
213 C -5.33632 -19.60500 15.68584  C214 1.601, H230 1.090, H231 1.090, H232 1.090
214 C -4.01454 -20.27811 16.28886  C213 1.601, C215 1.468, H233 1.090, H234 1.090
215 C -2.88699 -19.36346 16.50790  C214 1.468, C216 1.541, H235 1.090, H236 1.090
216 C -3.17269 -18.41319 17.68745  C215 1.541, P217 1.882, H237 1.090, H238 1.090
217 P -1.72864 -17.56047 18.54184  C216 1.882, C218 1.871, C222 1.812, C226 1.846
218 C -1.35621 -16.14513 17.37612  P217 1.871, C219 1.541, H239 1.090, H240 1.090
219 C -1.58817 -16.37090 15.86930  C218 1.541, C220 1.550, H241 1.090, H242 1.090
220 C -1.40254 -15.15228 14.92955  C219 1.550, C221 1.536, H243 1.090, H244 1.090
221 C -2.48967 -14.10308 15.20867  C220 1.536, H245 1.090, H246 1.090, H247 1.090
222 C -0.36607 -18.73287 18.76974  P217 1.812, C223 1.547, H248 1.090, H249 1.090
223 C 0.67315 -18.74815 17.62378  C222 1.547, C224 1.476, H250 1.090, H251 1.090
224 C 1.74919 -19.72393 17.88763  C223 1.476, C225 1.533, H252 1.090, H253 1.090
225 C 2.68610 -19.74367 16.67386  C224 1.533, H254 1.090, H255 1.090, H256 1.090
226 C -2.27591 -17.00039 20.21311  P217 1.846, C227 1.573, H257 1.090, H258 1.090
227 C -3.66730 -16.26932 20.27806  C226 1.573, C228 1.568, H259 1.090, H260 1.090
228 C -4.17076 -15.76049 21.67360  C227 1.568, C229 1.531, H261 1.090, H262 1.090
229 C -4.14828 -16.86931 22.72960  C228 1.531, H263 1.090, H264 1.090, H265 1.090
230 H -5.06044 -18.74046 15.08205  C213 1.090
231 H -5.94251 -19.24794 16.51839  C213 1.090
232 H -6.01980 -20.33221 15.24750  C213 1.090
233 H -3.68823 -21.06991 15.61458  C214 1.090
234 H -4.27904 -20.64957 17.27890  C214 1.090
235 H -2.71046 -18.85006 15.56273  C215 1.090
236 H -2.07452 -20.06574 16.69440  C215 1.090
237 H -3.53875 -19.00292 18.52787  C216 1.090
238 H -3.82958 -17.57677 17.44873  C216 1.090
239 H -0.33688 -15.83020 17.59944  C218 1.090
240 H -1.99477 -15.35698 17.77506  C218 1.090
241 H -2.61370 -16.69405 15.69051  C219 1.090
242 H -0.85492 -17.12155 15.57439  C219 1.090
243 H -1.36957 -15.39186 13.86672  C220 1.090
244 H -0.45405 -14.71296 15.23852  C220 1.090
245 H -2.42020 -13.20836 14.59000  C221 1.090
246 H -2.56176 -13.69825 16.21813  C221 1.090
247 H -3.46045 -14.55125 14.99693  C221 1.090
248 H -0.74680 -19.72929 18.99404  C222 1.090
249 H 0.18298 -18.37299 19.63987  C222 1.090
250 H 1.04076 -17.72856 17.50800  C223 1.090
251 H 0.13348 -19.05605 16.72821  C223 1.090
252 H 1.38179 -20.71772 18.14353  C224 1.090
253 H 2.34227 -19.44201 18.75761  C224 1.090
254 H 3.40007 -20.55093 16.83718  C225 1.090
255 H 3.31934 -18.87076 16.83235  C225 1.090
256 H 2.17593 -19.78787 15.71164  C225 1.090
257 H -1.43850 -16.39700 20.56346  C226 1.090
258 H -2.15842 -17.87169 20.85742  C226 1.090
259 H -4.42849 -16.96046 19.91612  C227 1.090
260 H -3.68134 -15.40234 19.61756  C227 1.090
261 H -5.07270 -15.14907 21.64587  C228 1.090
262 H -3.47323 -14.96498 21.93572  C228 1.090
263 H -4.55131 -17.77334 22.27309  C229 1.090
264 H -4.87510 -16.81147 23.53985  C229 1.090
265 H -3.17865 -17.03316 23.19979  C229 1.090
266 C 5.89817 -17.12856 16.87778  O267 1.437, O268 1.364, C269 1.585, H280 1.090
267 O 4.98120 -16.07813 16.52969  C266 1.437, C273 1.458
268 O 6.08056 -17.76439 15.68434  C266 1.364
269 C 7.09086 -16.47276 17.68989  C266 1.585, F270 1.348, F271 1.312, F272 1.304
270 F 8.09380 -17.24277 18.15577  C269 1.348
271 F 7.54158 -15.52946 16.89703  C269 1.312
272 F 6.62035 -15.87930 18.75188  C269 1.304
273 C 3.89976 -15.77923 17.46039  O267 1.458, C274 1.547, H278 1.090, H279 1.090
274 C 2.85597 -14.85779 16.78587  C273 1.547, H275 1.090, H276 1.090, H277 1.090
275 H 2.60530 -15.14582 15.76494  C274 1.090
276 H 1.95391 -14.88879 17.39695  C274 1.090
277 H 3.21215 -13.82960 16.72222  C274 1.090
278 H 4.20683 -15.23250 18.35195  C273 1.090
279 H 3.36828 -16.70497 17.68089  C273 1.090
280 H 5.35611 -17.82232 17.52040  C266 1.090
281 N 1.32041 -15.06876 20.05183  O282 1.212, O283 1.215, O284 1.211
282 O 2.10421 -14.37697 20.66468  N281 1.212
283 O 1.46436 -16.24595 19.78794  N281 1.215
284 O 0.20046 -14.72205 19.74670  N281 1.211

Properties
multiplicity: 1
charge: +3
energy relative to the best compared isomer or geometry (same formula, charge and spin): 0.6 kcal/mol
gap between HOMO and LUMO: 3.7 eV
LUMO: -5.18 eV

Atom charges from the Mulliken analysis, given in e for atoms 1 to 6: C -1.529; C 0.185; C -0.651; C -0.704; P 0.770; C -1.407